[1]
Computed, not measured: 2 unconnected molecules or ions with the total composition C16H19, with the ωB97M-V functional and the def2-TZVPD basis.

The geometry in XYZ format:
```
35
Properties=species:S:1:pos:R:3:forces:R:3:mulliken_charge:R:1
C 3.439 -1.860 -0.294 0.1520 -0.0504 -0.0033 -0.3274
C 2.932 -0.946 0.854 0.0910 0.1695 -0.3848 -0.7401
C 1.551 -1.537 0.659 -0.9730 0.1755 0.2383 0.3245
C 0.333 -1.268 1.157 0.9829 -0.4725 0.3734 -0.6078
C 2.033 -2.504 -0.405 0.2389 -0.1721 0.1228 -0.7230
H 3.741 -1.309 -1.188 0.0872 -0.1817 0.1418 0.2836
H 4.216 -2.560 0.014 0.0199 0.1638 -0.2075 0.2531
H 3.405 -1.174 1.816 -0.2977 0.1644 -0.0783 0.2824
H 3.012 0.122 0.637 0.0040 -0.0144 0.2318 0.2045
H -0.466 -2.005 1.053 0.0381 0.3862 -0.2596 0.3020
H 0.204 -0.452 1.871 0.0517 -0.3250 -0.0315 0.3395
H 1.565 -2.374 -1.385 -0.1172 -0.1416 0.1500 0.1832
H 2.019 -3.560 -0.116 -0.1652 0.1412 -0.1148 0.3044
C -2.622 0.035 0.887 -0.4750 -0.8675 -0.1091 -0.6729
C -3.532 -1.146 0.383 0.7616 0.5843 0.2279 -0.7873
C -2.916 -1.517 -0.935 0.8098 1.0488 0.4156 -0.4526
C -1.834 -0.707 -1.233 -0.4976 -1.0346 0.0043 -0.6151
C -1.588 0.220 -0.184 -1.1415 0.9743 -0.2948 0.6442
C -0.742 1.375 -0.266 0.6706 0.2746 0.0732 1.1736
C 0.144 1.534 -1.366 -0.0871 0.1981 0.2704 -0.3038
C 0.947 2.667 -1.465 -0.0770 -0.2185 -0.0061 -0.8480
C 0.907 3.657 -0.473 -0.3417 -0.3359 -0.0400 -0.3719
C 0.049 3.508 0.627 -0.0847 -0.1454 0.0640 -0.7620
C -0.759 2.382 0.743 0.0505 -0.2899 -0.3165 -0.3375
H -3.225 0.935 1.082 0.3996 -0.1558 -0.1679 0.4570
H -2.131 -0.247 1.825 -0.0759 0.1637 -0.0362 0.3324
H -3.517 -1.971 1.112 -0.1147 0.0335 -0.3789 0.3468
H -4.577 -0.814 0.284 0.2529 -0.2270 -0.1053 0.3708
H -3.295 -2.326 -1.556 0.1139 0.2441 0.0172 0.4593
H -1.228 -0.761 -2.136 -0.3103 -0.1205 0.2549 0.4231
H 0.194 0.752 -2.127 0.0694 0.4000 0.2274 0.2463
H 1.612 2.772 -2.322 -0.1561 0.0206 0.2517 0.4187
H 1.532 4.549 -0.564 -0.1949 -0.3249 0.0524 0.4268
H 0.012 4.274 1.402 0.0362 -0.2170 -0.2438 0.4036
H -1.415 2.258 1.611 0.2792 0.1519 -0.3389 0.3697
```
Positions in Å, forces in eV/Å.

Values from the calculation:
- Orbital gap: 6.569 eV
- HOMO level: -12.16 eV
- DFT total energy: -16891.35052 eV
- Energy relative to the best compared isomer or geometry (same formula, charge and spin): 12.4 kcal/mol
- Net charge: +1

---

[2]
Computed, not measured: a molecular structure, C24H39I2N2O6P, with the ωB97M-V functional and the def2-TZVPD basis.

The geometry in XYZ format:
```
74
Properties=species:S:1:pos:R:3:forces:R:3:mulliken_charge:R:1
C 4.464 -0.902 5.105 -0.2812 0.1264 -0.0422 -0.9587
C 3.370 -1.959 5.244 0.0197 0.2324 -0.1471 -0.3250
C 1.999 -1.350 5.427 0.1622 0.3049 0.2558 -0.6263
O 1.598 -0.623 4.235 0.0954 -0.1831 0.1703 -0.1609
P 0.660 -1.316 3.176 -0.0236 -0.1084 -0.4532 0.9187
O 0.307 -2.712 3.421 -0.0417 0.1894 0.0592 -0.8515
O 1.331 -1.009 1.784 0.1866 -0.1057 0.2189 -0.1537
C 2.564 -0.290 1.606 0.0392 0.0402 -0.2854 -0.9261
C 2.421 1.209 1.858 0.2225 -0.1648 0.1405 -0.1483
C 2.992 2.041 0.708 -0.1278 0.4644 0.4182 -0.3677
C 2.278 3.387 0.499 0.0228 -0.1061 -0.2717 -0.8078
C 2.186 3.771 -0.988 -0.2773 -0.4466 0.4111 -1.1155
C 1.094 2.947 -1.718 0.5057 0.1262 -0.4358 -0.6321
C 1.593 1.699 -2.503 -0.1263 0.1236 0.7422 -0.9888
C 0.890 0.467 -1.960 -0.3809 0.0699 -0.6430 0.2811
O 1.633 -0.731 -2.269 0.5572 0.5747 0.3539 -0.4276
C 1.151 -1.855 -1.724 0.3719 -0.1053 -0.3551 0.9370
C 2.193 -2.914 -1.538 0.0891 -0.0747 -0.1577 -1.1396
O 0.003 -1.990 -1.423 -0.9885 -0.0863 0.3767 -0.5910
O -0.584 -0.298 3.055 -0.1665 -0.1172 0.0544 -0.3478
C -1.809 -0.529 3.630 -0.2688 0.1853 0.0497 -0.0594
I -1.821 -0.802 5.694 0.1092 -0.0153 0.0657 0.0754
C -2.891 -0.411 2.865 0.1283 -0.2207 0.0877 0.1202
C -2.769 -0.150 1.393 -0.1098 0.3183 -0.0520 -1.0261
I -4.808 -0.522 3.647 -0.0786 -0.0193 -0.0296 0.0665
H 4.329 -0.124 5.858 0.1260 -0.0194 0.1224 0.3054
H 5.456 -1.329 5.213 0.0802 -0.0275 -0.0259 0.3580
H 4.404 -0.401 4.139 0.0525 -0.0034 -0.0706 0.1357
H 3.341 -2.591 4.355 0.0598 -0.2458 0.0895 0.2071
H 3.574 -2.579 6.116 -0.0376 -0.1569 -0.0088 0.4023
H 2.031 -0.597 6.215 -0.0642 0.0605 0.0123 0.3409
H 1.242 -2.081 5.694 -0.0483 -0.1378 -0.1836 0.4274
H 3.362 -0.742 2.192 -0.1089 -0.0850 0.1818 0.0904
H 2.813 -0.457 0.561 -0.0240 -0.0881 -0.1150 0.5120
H 1.366 1.432 2.014 -0.0846 -0.0106 -0.1179 0.1178
H 2.927 1.455 2.791 -0.0952 0.1115 0.0969 0.3822
H 4.038 2.270 0.918 0.1572 -0.2204 -0.2059 0.3664
H 2.962 1.456 -0.205 -0.0340 -0.0765 -0.1996 0.2009
H 1.260 3.324 0.888 -0.0644 0.0397 0.0869 0.3527
H 2.788 4.152 1.085 -0.0129 0.1326 -0.0522 0.4616
H 1.947 4.830 -1.071 0.0872 0.0823 -0.0479 0.3984
H 3.158 3.588 -1.447 0.0608 0.2175 -0.1744 0.4395
H 0.364 2.628 -0.975 -0.2248 0.0615 0.0011 0.3652
H 0.579 3.602 -2.418 -0.1391 0.0051 0.0303 0.5082
H 2.665 1.584 -2.351 0.1218 -0.0263 -0.1701 0.4562
H 1.391 1.825 -3.563 0.1193 -0.1214 -0.1191 0.4815
H 0.775 0.552 -0.880 0.0713 -0.2278 0.1393 -0.1898
H -0.106 0.390 -2.397 -0.1037 -0.0232 0.1140 0.2280
H 1.926 -3.788 -2.129 -0.0187 -0.0515 0.0173 0.3895
H 3.179 -2.566 -1.824 0.0701 0.0123 -0.0079 0.3021
H 2.177 -3.200 -0.490 0.0259 -0.0561 0.0774 0.2237
H -2.071 -0.839 0.923 0.1314 0.0074 -0.0352 0.1715
H -3.724 -0.210 0.880 -0.0743 -0.1374 0.0472 0.4752
H -2.416 0.875 1.257 0.1731 -0.0244 -0.1430 0.3278
N -3.907 -2.701 -2.210 0.0649 -0.0326 0.0289 0.0848
C -4.843 -2.273 -1.315 -0.0039 0.0696 0.0659 -0.6233
C -5.907 -1.777 -2.023 -0.0070 0.0119 -0.0134 -0.4990
C -5.598 -1.918 -3.403 0.0156 -0.0119 0.0333 -0.3355
C -4.357 -2.495 -3.483 -0.0224 0.0509 -0.1141 -0.7817
H -3.019 -3.099 -1.968 0.1111 -0.0303 0.0500 0.2435
H -4.672 -2.355 -0.255 -0.0291 -0.0021 0.0144 0.5714
H -6.807 -1.365 -1.600 -0.0071 -0.0048 0.0044 0.4211
H -6.216 -1.634 -4.239 0.0072 0.0068 -0.0052 0.4330
H -3.766 -2.779 -4.337 -0.0050 -0.0298 -0.0204 0.4841
N -2.602 0.415 -4.176 0.0893 -0.0021 -0.0090 0.2374
C -3.567 1.321 -3.837 0.0234 -0.0174 0.0251 -0.3741
C -3.311 2.481 -4.518 0.0396 0.0189 0.0041 -0.6851
C -2.142 2.266 -5.300 -0.0193 0.0228 0.0256 -0.3695
C -1.732 0.980 -5.069 0.0444 -0.0620 0.1023 -0.7058
H -2.540 -0.523 -3.819 -0.1107 0.0330 0.0046 0.1668
H -4.349 1.062 -3.143 -0.0234 -0.0329 -0.0070 0.4374
H -3.894 3.385 -4.462 -0.0072 0.0083 -0.0039 0.4177
H -1.661 2.973 -5.955 -0.0092 0.0006 -0.0237 0.4301
H -0.897 0.420 -5.456 0.0083 0.0099 -0.0329 0.4636
```
Positions in Å, forces in eV/Å.

Values from the calculation:
- Orbital gap: 8.437 eV
- HOMO level: -8.16 eV
- DFT total energy: -66278.01419 eV
- Net charge: 0

---

[3]
Computed, not measured: a molecular structure, C30H43Cl3GaN5O3Si, with the ωB97M-V functional and the def2-TZVPD basis.

The geometry in XYZ format:
```
86
Properties=species:S:1:pos:R:3:forces:R:3:mulliken_charge:R:1
C 1.614 -1.311 -4.789 0.0444 -0.3644 -0.3166 -1.7533
C 1.020 -0.020 -4.328 -0.4755 1.0922 0.0002 0.3263
H 1.879 -1.254 -5.855 -0.0637 -0.0998 0.2576 0.5001
H 0.892 -2.135 -4.666 0.2537 0.1516 0.0108 0.1947
H 2.526 -1.570 -4.230 -0.3102 0.0860 -0.0496 0.2895
C 0.345 0.797 -5.150 0.5438 -0.1950 0.4429 0.5379
C 0.100 0.523 -6.597 -0.2067 -0.0009 -0.4169 -1.7999
H -0.029 1.754 -4.785 0.1022 -0.2885 0.0544 0.3684
H -0.282 -0.493 -6.763 0.0747 0.1876 -0.0465 0.3664
H 1.007 0.646 -7.204 -0.1065 -0.0694 0.0795 0.3676
H -0.637 1.235 -6.979 0.0443 -0.1738 -0.0958 0.3832
Ga 0.569 -1.148 0.072 -0.4567 1.7028 -1.3753 0.5737
Cl 2.790 -0.910 0.073 0.0981 -0.1965 -0.0550 -0.4862
Cl -1.263 -2.171 0.752 0.1164 -0.2449 0.0100 -0.4667
C 0.860 1.618 0.736 -0.9796 -0.2554 -0.5577 -0.6328
O 0.016 0.748 0.359 1.1497 0.9356 1.0358 0.2755
N 0.480 2.824 1.152 0.0769 -0.3798 -0.3370 0.6163
C -0.930 3.205 1.207 0.0281 0.1823 -0.0425 -0.8896
C 1.448 3.901 1.315 0.0293 0.0054 0.0948 -0.9792
H 1.944 1.413 0.716 -0.3911 0.0946 0.0410 0.2530
H -1.565 2.335 1.393 0.1394 0.0546 -0.1469 0.2312
H -1.231 3.688 0.265 0.0829 -0.2240 0.2621 0.1221
H -1.032 3.937 2.016 -0.0785 -0.1522 -0.0874 0.4642
H 2.458 3.483 1.287 -0.1540 0.1538 0.0238 0.3087
H 1.268 4.401 2.272 0.1416 -0.1179 -0.0786 0.3274
H 1.340 4.643 0.514 0.0201 -0.2583 0.0829 0.3254
H -2.103 -1.289 -2.982 -0.0637 0.0346 0.2462 0.1511
H -2.678 1.093 -4.074 -0.1502 0.0478 0.1652 0.1856
C -2.865 -1.041 -2.233 0.2914 -0.2762 -0.0379 -0.7238
C -3.432 1.102 -3.274 0.3053 -0.1931 0.0124 -0.8843
N -2.928 0.400 -2.102 -0.9261 0.7138 0.9135 0.3723
H -2.582 -1.496 -1.275 -0.1746 0.2384 -0.3931 0.0618
C -3.005 1.024 -0.871 0.0074 -0.8036 -0.3657 0.1653
O -2.887 0.488 0.222 -0.1816 0.5723 -0.8207 -0.5058
H -3.668 2.135 -3.004 0.0177 -0.1103 -0.1610 0.3225
H -3.180 2.123 -0.988 0.1029 -0.3998 0.0749 0.2163
H -3.836 -1.430 -2.582 0.1403 0.0694 0.2171 0.3388
H -4.336 0.601 -3.655 0.1436 0.2118 0.1262 0.3286
O 0.190 -0.434 -2.160 -0.8523 -0.7563 1.6978 -0.4188
C 1.132 0.280 -2.834 0.2978 0.2642 0.6602 -0.5158
C -0.255 2.326 -2.391 -0.4168 0.5140 -0.0822 0.9660
C 1.008 1.762 -2.488 0.5268 -0.2365 -0.5662 -0.1280
H -1.118 1.659 -2.429 0.4899 0.2509 0.0163 -0.0018
C -0.406 3.712 -2.291 0.3228 -0.2534 0.0855 -0.5661
H 2.129 -0.057 -2.510 0.4287 0.2546 -0.1929 0.4318
C 2.142 2.559 -2.352 -0.4152 0.1935 -0.1014 -0.2257
H -1.408 4.144 -2.233 0.2591 -0.0158 -0.0914 0.4464
C 0.731 4.530 -2.265 -0.0993 0.0871 0.1133 -0.8040
C 2.000 3.948 -2.269 0.2271 -0.0506 0.1804 -0.7730
H 3.110 2.056 -2.342 -0.0665 0.3275 -0.1141 0.4511
H 0.624 5.620 -2.219 0.0693 -0.4233 -0.0146 0.3593
H 2.894 4.573 -2.198 -0.2999 -0.1026 -0.0398 0.3701
Si 0.538 -4.783 -0.853 0.0437 0.4612 -0.4323 0.2269
Cl 0.780 -2.802 -1.689 -0.0796 -2.1674 -0.1454 0.2506
C -1.278 -5.212 -0.649 -0.0225 -0.1799 0.0977 -0.9825
C 1.544 -4.771 0.722 0.0875 -0.2498 0.2813 -0.9133
C 1.271 -5.898 -2.168 0.1217 -0.0144 -0.0917 -1.1071
H -1.937 -4.518 -1.186 0.2247 -0.0860 0.1279 0.2484
H -1.581 -5.219 0.406 0.0715 0.0988 -0.2657 0.3025
H -1.447 -6.220 -1.057 0.0584 0.2228 0.0865 0.3950
H 0.567 -6.040 -3.002 0.1578 0.0838 0.2383 0.2910
H 1.487 -6.886 -1.740 -0.0430 0.1309 -0.0931 0.3426
H 2.203 -5.490 -2.582 -0.1952 -0.1053 0.1507 0.2997
H 2.370 -4.047 0.692 -0.2116 -0.1410 -0.1403 0.1424
H 1.988 -5.767 0.861 -0.0620 0.1596 0.0190 0.5131
H 0.929 -4.562 1.608 0.0558 0.0278 -0.2457 0.3164
N -1.054 2.523 10.254 0.3398 -1.4057 -2.0932 -0.5055
C -0.896 1.883 9.286 -0.3772 1.2576 1.9548 0.0151
C -0.690 1.119 8.083 0.0907 -0.1653 -0.3328 0.4508
C -1.220 1.580 6.868 0.1556 -0.3771 -0.3919 -0.9088
C -0.934 0.909 5.668 0.0560 0.0310 0.7144 -0.6126
C -0.113 -0.229 5.708 0.1224 0.3169 0.2275 1.6111
C 0.331 -0.754 6.928 -0.1997 0.4380 0.3231 -0.4586
C 0.063 -0.062 8.113 -0.0486 -0.2027 -0.3925 -0.9286
N 0.378 -0.797 4.510 0.1768 -0.5631 -0.5417 0.3801
C 1.298 -1.844 4.408 -0.0800 0.2818 -0.2599 -0.2650
C 1.609 -1.965 3.090 -0.4735 0.4137 0.3348 -1.2792
N 0.884 -1.041 2.366 -0.3632 0.3821 0.6518 0.3049
C 0.157 -0.358 3.234 0.5565 -0.7133 -0.0433 -0.0936
H -1.840 2.474 6.867 0.1621 -0.2104 -0.0695 0.4333
H -1.336 1.280 4.723 0.1703 -0.0726 0.4157 0.4301
H 0.907 -1.680 6.958 -0.1842 0.4624 0.0585 0.3223
H 0.454 -0.443 9.055 -0.1444 0.1382 -0.2178 0.4270
H 1.662 -2.398 5.251 0.0049 0.0422 0.0457 0.3318
H 2.293 -2.647 2.621 0.0157 0.0177 -0.0492 0.5802
H -0.558 0.416 3.009 0.1058 -0.0960 -0.2398 -0.0043
```
Positions in Å, forces in eV/Å.

Values from the calculation:
- Orbital gap: 6.831 eV
- HOMO level: -7.33 eV
- DFT total energy: -143226.04178 eV
- Energy relative to the best compared isomer or geometry (same formula, charge and spin): 37.1 kcal/mol
- Net charge: 0

---

> Among the records above, which one has the highest DFT total energy?

C16H19

---

> What is the formula in the third record?

C30H43Cl3GaN5O3Si

---

> Among the records above, which one has the lowest HOMO level?

C16H19

---

> The highest net charge belongs to which entry?

C16H19